# 1
Entry from the OMol25 dataset: 6 unconnected molecules or ions with the total composition C13H39O6 (ωB97M-V with the def2-TZVPD basis set).

Geometry as XYZ:
```
58
Properties=species:S:1:pos:R:3:forces:R:3
O 0.3539 0.0538 -0.0307 0.10 -0.19 0.22
H 0.7531 -0.5823 -0.6660 -0.06 -0.22 0.36
H -0.0048 -0.4315 0.8211 0.09 0.41 -0.25
H 1.0520 0.7386 0.1819 -0.30 -0.17 0.20
C -2.8793 -1.8763 2.5444 -0.71 0.12 0.35
C -1.7387 -0.9802 2.9574 -0.18 -0.20 0.34
C -1.2528 -1.2145 4.3647 0.82 -0.31 1.11
O -0.6348 -1.1633 2.0334 0.48 0.02 -0.25
H -3.8156 -1.5306 2.9930 0.08 0.18 -0.09
H -2.7927 -2.8978 2.9200 0.39 -0.08 -0.30
H -2.9931 -1.8399 1.4639 -0.07 -0.21 -0.04
H -2.0315 0.0642 2.8680 0.11 0.05 -0.29
H -0.8361 -2.2160 4.5324 0.02 -0.04 -0.51
H -1.9742 -1.1544 5.1828 -0.51 0.32 -0.51
H -0.4561 -0.5195 4.6429 -0.03 0.06 -0.22
H -0.2752 -2.0543 2.1347 -0.14 0.05 0.11
C 1.3267 3.9223 2.4590 0.80 0.67 -0.14
C 0.3641 2.7610 2.4204 -0.32 -0.16 -0.13
C -0.8311 2.9396 1.4970 -0.39 0.25 0.30
O 1.0528 1.5627 2.0089 -0.01 -0.11 0.17
H 0.8959 4.9254 2.4330 -0.49 -0.25 0.14
H 2.0150 3.9179 1.6091 -0.08 -0.29 -0.03
H 1.9331 3.8941 3.3678 0.05 -0.12 -0.06
H -0.0244 2.6094 3.4333 -0.01 -0.07 -0.02
H -0.6392 2.7399 0.4428 0.36 0.24 0.00
H -1.1869 3.9623 1.6357 -0.02 -0.01 -0.31
H -1.6789 2.3078 1.7731 0.19 -0.19 0.12
H 1.7017 1.3243 2.6811 -0.01 0.08 -0.07
C 4.3864 -2.0945 -1.7816 0.11 0.97 -0.61
C 2.8461 -2.1206 -1.9171 1.96 -2.19 0.31
C 2.4814 -3.5000 -2.4813 -0.46 0.68 -0.75
O 2.2653 -1.9707 -0.6177 -0.77 0.97 -0.27
H 4.7588 -1.1039 -1.5045 -0.17 -0.03 0.15
H 4.8403 -2.3056 -2.7533 -0.07 -0.04 0.01
H 4.8237 -2.8032 -1.0783 -0.46 -0.19 0.12
H 2.5256 -1.3586 -2.6224 -0.30 0.36 0.44
H 2.6860 -4.3020 -1.7735 -0.07 0.00 0.10
H 3.0670 -3.6904 -3.3821 0.07 -0.05 0.08
H 1.4400 -3.5025 -2.8136 -0.05 -0.27 0.33
H 2.3991 -2.7962 -0.1439 0.03 -0.05 -0.02
C -2.7637 1.2795 -3.1322 -0.73 -0.04 0.17
C -2.4616 0.2919 -1.9981 -0.45 -0.35 -1.07
C -3.6716 -0.5826 -1.6808 -0.33 0.24 -0.23
O -1.4047 -0.5977 -2.4281 0.61 0.47 0.87
H -2.1467 2.1752 -3.1466 0.33 -0.20 -0.03
H -3.7985 1.6322 -3.0759 0.09 -0.01 0.14
H -2.7005 0.7486 -4.0835 0.15 0.12 -0.10
H -2.1251 0.8431 -1.1207 0.27 -0.26 0.07
H -3.4982 -1.2213 -0.8187 0.04 -0.03 0.05
H -3.8822 -1.2219 -2.5421 0.12 -0.09 0.00
H -4.5945 -0.0130 -1.5396 0.21 0.12 0.26
H -1.6341 -0.9479 -3.2921 -0.17 0.00 -0.08
C 1.5010 1.5631 -2.3607 0.47 0.54 -1.02
O 2.1846 1.6401 -1.1049 -0.11 -0.42 -0.39
H 2.1854 1.5516 -3.2193 0.27 0.04 0.33
H 0.9348 0.6429 -2.4985 -0.37 0.18 0.54
H 0.9109 2.4710 -2.5024 -0.43 -0.32 0.09
H 3.0420 2.0306 -1.2914 0.06 0.00 0.35
```
Positions in Å, forces in eV/Å.

HOMO level	-12.973	eV
relative energy (zero: lowest compared OMol25 entry of this formula, charge and spin)	37.7	kJ/mol
multiplicity	1
net charge	+1
calculated total energy	-969.88363	Ha
HOMO-LUMO gap	10.7549	eV

Here are the Mulliken charges for atoms 1 to 6, given in e: O -0.27; H 0.17; H 0.57; H 0.57; C -1.24; C 0.80

# 2
Entry from the OMol25 dataset: a molecular structure, C35H41IN5OS2V (ωB97M-V with the def2-TZVPD basis set).

Geometry as XYZ:
```
86
Properties=species:S:1:pos:R:3:forces:R:3
V -0.7676 0.1004 0.4970 0.81 4.10 0.80
C -4.6276 0.0785 2.1805 0.04 0.02 0.01
C -3.2435 0.4509 2.6396 0.01 0.02 0.01
C -2.7984 1.7684 2.5564 0.00 -0.06 -0.04
C -1.5644 2.1521 3.0793 0.02 0.01 0.07
C -1.1386 3.5942 3.0424 -0.02 -0.04 -0.02
C -0.7658 1.1864 3.6831 -0.04 -0.03 -0.04
C -1.1707 -0.1437 3.7567 -0.03 -0.04 0.16
C -0.3428 -1.1672 4.4845 -0.04 0.05 -0.02
C -2.4071 -0.4969 3.2285 -0.16 0.11 0.05
H -5.3726 0.5475 2.8259 -0.02 -0.01 -0.02
H -4.7791 -0.9984 2.2273 -0.03 -0.02 -0.04
H -4.8293 0.4150 1.1607 0.00 -0.01 0.00
H -3.4440 2.5215 2.1152 0.01 0.01 -0.02
H -1.6727 4.1648 3.8047 0.01 0.01 0.00
H -1.3727 4.0459 2.0768 0.04 0.02 0.00
H -0.0709 3.6972 3.2332 0.01 0.01 -0.04
H 0.1827 1.4763 4.1204 0.05 0.00 -0.07
H -0.5349 -1.1027 5.5577 0.02 -0.04 0.00
H 0.7201 -1.0056 4.3267 0.12 0.00 -0.03
H -0.5935 -2.1790 4.1632 0.01 0.00 0.02
H -2.7597 -1.5169 3.3494 0.02 -0.03 -0.12
C 4.5670 4.3813 0.5040 0.02 0.06 0.00
C 4.8134 3.0297 0.7014 0.01 -0.03 -0.02
C 3.7643 2.1355 0.8372 -0.07 0.01 -0.06
C 2.4391 2.5809 0.7916 0.12 0.26 0.06
C 2.2091 3.9449 0.5724 0.00 -0.11 0.05
C 3.2584 4.8361 0.4308 0.05 0.03 -0.01
C 1.2748 1.6987 0.9115 -0.14 -0.42 0.16
C 1.1091 0.3705 1.0681 0.98 0.08 0.27
C 2.0592 -0.6741 1.4569 0.24 -0.12 0.01
C 2.9362 -0.5391 2.5403 -0.07 -0.01 0.02
C 3.7285 -1.5969 2.9563 0.02 0.00 0.03
C 3.6788 -2.8170 2.2963 -0.01 -0.06 -0.03
C 2.8096 -2.9762 1.2257 0.07 -0.05 -0.01
C 2.0027 -1.9246 0.8197 -0.06 0.15 0.05
H 5.3907 5.0762 0.4050 0.00 -0.01 -0.01
H 5.8336 2.6702 0.7482 -0.01 -0.01 0.00
H 3.9707 1.0842 0.9724 0.04 0.00 0.00
H 1.1872 4.3044 0.5137 0.00 -0.01 0.01
H 3.0575 5.8862 0.2615 0.00 0.00 0.02
H 0.3376 2.2646 0.7664 0.04 0.06 -0.13
H 2.9826 0.4077 3.0659 -0.02 0.00 -0.01
H 4.3909 -1.4732 3.8040 0.00 0.03 -0.01
H 4.3084 -3.6371 2.6151 -0.02 0.00 0.02
H 2.7571 -3.9306 0.7140 0.00 0.01 -0.01
H 1.2955 -2.0636 0.0036 0.01 -0.03 -0.02
N -1.4709 -3.6490 0.9725 -0.01 0.25 -0.17
C -2.0212 -2.6153 0.3371 0.26 -0.54 0.38
O -1.5379 -1.4761 0.4738 -2.15 -3.99 -0.41
C -3.2183 -2.8454 -0.5215 -0.53 -0.13 0.16
I -4.8278 -3.8085 0.5671 0.31 0.20 -0.19
H -0.6193 -3.5062 1.4952 0.00 -0.01 -0.02
H -1.8501 -4.5761 0.8802 -0.03 0.00 0.04
H -2.9894 -3.5091 -1.3497 0.10 0.02 0.01
H -3.6001 -1.9018 -0.8936 0.04 0.01 0.00
N 1.4011 0.4621 -2.0745 -0.21 -0.02 -0.09
C 0.2308 1.0862 -2.1961 0.05 0.28 -0.20
N -0.7653 1.0110 -1.3431 0.00 0.07 -0.58
C -1.8320 1.8161 -1.7482 -0.15 0.18 -0.27
C -3.0432 1.9534 -1.0777 0.14 -0.12 -0.05
C -3.9939 2.8255 -1.5794 -0.03 0.00 0.03
C -3.7541 3.5534 -2.7418 -0.03 0.06 -0.10
C -2.5643 3.4085 -3.4360 0.07 -0.05 0.00
C -1.6181 2.5330 -2.9299 0.10 -0.11 0.15
S -0.0361 2.1441 -3.5644 -0.07 -0.04 0.13
H 1.5475 -0.1599 -1.2958 0.08 0.02 0.05
H 2.1382 0.6344 -2.7316 0.08 -0.04 0.03
H -3.2258 1.3710 -0.1818 -0.06 0.07 0.05
H -4.9374 2.9465 -1.0636 0.01 -0.02 0.01
H -4.5039 4.2365 -3.1168 -0.02 -0.01 0.02
H -2.3722 3.9628 -4.3448 -0.05 0.02 0.00
C 1.1029 -2.5723 -6.1579 0.07 -0.07 0.01
N 0.1991 -2.4892 -5.0179 0.07 -0.08 -0.20
C 0.4029 -2.8729 -3.7522 -0.02 -0.02 0.11
S -0.6294 -2.3103 -2.5383 -0.12 0.04 0.12
N 1.4251 -3.6817 -3.4224 0.13 -0.02 -0.18
C 2.1854 -4.5775 -4.2880 0.00 0.03 -0.08
H 0.7978 -1.8265 -6.8867 -0.03 0.02 0.02
H 1.0730 -3.5494 -6.6400 0.02 0.05 -0.01
H 2.1260 -2.3509 -5.8587 -0.04 0.05 -0.03
H -0.6339 -1.9391 -5.1354 -0.03 0.04 0.06
H 1.4420 -3.8847 -2.4391 0.01 0.02 0.07
H 2.9643 -4.0527 -4.8389 0.00 -0.08 0.03
H 1.5339 -5.0954 -4.9916 0.01 -0.01 0.04
H 2.6658 -5.3220 -3.6596 -0.02 -0.01 0.03
```
Positions in Å, forces in eV/Å.

HOMO level (spin up / spin down)	-9.044 / -9.734	eV
relative energy (zero: lowest compared OMol25 entry of this formula, charge and spin)	178.0	kJ/mol
multiplicity	4
net charge	+1
calculated total energy	-3745.24810	Ha
HOMO-LUMO gap (spin up / spin down)	6.4862 / 7.1347	eV

Here are the Mulliken charges for atoms 1 to 6, given in e: V 0.35; C -1.57; C 1.08; C -0.33; C 0.73; C -1.81

# 3
Entry from the OMol25 dataset: a molecular structure, C48H37Cl5GeN5O2Ti (ωB97M-V with the def2-TZVPD basis set).

Geometry as XYZ:
```
99
Properties=species:S:1:pos:R:3:forces:R:3
Ti 0.4999 -0.7765 -1.4518 -0.48 0.41 0.95
O -1.2313 5.9646 6.2956 0.67 -0.75 -0.82
C -0.9049 4.6224 6.1221 -2.18 0.54 1.60
O -1.2475 3.8373 6.9991 1.26 1.39 -1.95
C -0.3151 4.2604 4.8035 0.39 -1.34 0.78
C 0.1430 2.9367 4.7027 0.35 -0.36 0.39
C 0.7945 2.5119 3.5640 -0.69 -0.71 -1.03
C 0.7560 3.2846 2.3782 -0.20 0.40 -0.16
C 0.3431 4.6367 2.4850 0.01 0.09 -0.40
C -0.1576 5.0875 3.7160 -0.18 1.59 -1.06
N 1.0524 2.6592 1.1243 1.15 -0.87 -0.79
C 1.2174 1.2491 1.0126 -1.72 0.86 0.78
C 2.3798 0.7025 0.3913 2.75 -1.73 -3.79
C 3.6627 1.0320 0.8262 -0.68 0.59 -0.19
C 4.8308 0.6806 0.1501 -0.90 0.07 -0.17
C 4.7440 -0.1382 -0.9709 -0.20 -0.26 0.52
C 3.4987 -0.5440 -1.4066 -1.16 0.60 0.72
N 2.3599 -0.0997 -0.8081 -0.06 0.85 1.99
H -0.9997 6.4983 5.5004 -0.13 -0.64 0.89
H 0.0056 2.1990 5.5231 0.16 0.98 -0.47
H 1.1511 1.4734 3.5089 -0.09 0.58 0.08
H 0.3747 5.3781 1.6375 -0.01 -1.20 0.85
H -0.4965 6.1642 3.7269 0.44 -1.29 0.07
H 0.5883 0.5779 1.6239 0.15 0.71 -0.40
H 3.5818 1.6938 1.6651 0.92 0.22 0.55
H 5.7776 1.0933 0.4437 0.27 -0.12 0.32
H 5.6229 -0.5415 -1.4274 0.36 0.11 -0.39
H 3.3291 -1.2022 -2.2707 0.28 0.35 0.47
N -0.5930 1.2704 -2.1167 1.99 1.64 0.95
C -1.3945 2.1505 -1.2846 -0.91 0.39 -0.16
C -2.6954 1.7134 -1.1191 -0.36 0.62 0.57
C -3.6467 2.5330 -0.5134 -0.30 0.22 0.27
C -3.2887 3.8499 -0.1887 0.69 0.42 -0.47
C -2.0241 4.3664 -0.5018 1.30 -0.93 -0.03
C -1.0141 3.4555 -0.9003 -0.75 -0.94 -0.23
C 0.4061 3.8210 -1.0200 0.54 0.83 -0.42
C 0.7340 4.6922 -2.0722 0.39 -0.07 -0.04
C 2.0096 5.2030 -2.3047 0.60 -1.56 2.08
C 2.9966 4.8045 -1.3657 0.15 0.28 0.06
C 2.6694 3.9869 -0.2340 1.15 0.52 -0.54
C 1.4090 3.4372 -0.1022 -1.04 0.54 1.06
H -1.1303 1.0744 -2.9488 -0.13 -0.19 -0.12
H 0.2043 1.8693 -2.4506 -0.64 -0.93 0.21
H -2.9110 0.7228 -1.4719 -0.43 -0.32 -0.02
H -4.6856 2.1767 -0.3386 0.98 0.27 -0.07
H -3.9120 4.5578 0.3177 -0.89 -0.05 -0.07
H -1.7185 5.4433 -0.4798 -0.61 -1.06 0.56
H -0.0493 4.9729 -2.7453 -0.48 0.09 -0.24
H 2.2393 5.8493 -3.1330 0.02 0.08 -0.10
H 4.0331 5.1898 -1.5232 -0.96 -0.46 0.47
H 3.3983 3.7867 0.5875 -0.48 0.28 -1.04
Cl 2.5947 1.1597 -3.9659 -0.60 -0.49 -0.78
C 1.3032 0.0688 -4.5279 -0.52 -0.73 1.67
C 0.5930 -0.6035 -3.4771 -0.68 0.59 -2.95
C -0.5803 -1.2381 -3.8690 0.41 -0.45 -0.06
Cl -1.7520 -1.6713 -2.5522 1.06 0.12 -1.44
C -0.8856 -1.6066 -5.1859 0.45 1.16 -0.28
Cl -2.0985 -2.7634 -5.4741 -0.23 -0.02 -0.40
C -0.1552 -0.9540 -6.1984 0.93 -0.05 0.36
Cl -0.4086 -1.2883 -7.8661 -0.25 -0.05 0.31
C 0.9326 -0.0781 -5.8563 0.02 -0.10 -0.13
Cl 1.8731 0.7400 -7.0779 -0.60 -0.39 0.39
N 2.0979 -6.8263 -0.5893 0.85 2.48 2.07
C 1.8050 -5.4840 -0.8294 0.09 0.10 0.87
C 2.2708 -4.3867 -0.0177 1.30 -1.57 1.65
C 2.0015 -3.0848 -0.3498 -0.88 -1.27 -0.40
N 1.3454 -2.7580 -1.4890 0.50 -0.21 0.02
C 0.9303 -3.7771 -2.2738 0.31 0.34 0.71
C 0.9811 -5.0980 -1.9071 0.28 -0.66 -0.38
H 2.4890 -7.0719 0.3688 -0.94 0.24 -2.09
H 1.5306 -7.4575 -1.0942 -0.35 -0.97 -0.12
H 2.8347 -4.5793 0.9927 -1.17 0.25 -2.18
H 2.1862 -2.3159 0.3713 0.31 0.38 0.10
H 0.6160 -3.5096 -3.2606 -0.73 0.19 -0.26
H 0.4236 -5.8253 -2.5175 0.66 0.25 0.20
Ge -1.1459 -1.5014 0.4844 -0.67 -0.70 0.65
C -0.6410 -2.7325 1.9799 0.47 1.01 0.90
C -0.3988 -4.0815 1.7381 -0.10 0.41 -0.19
C -0.0852 -4.9428 2.7920 -0.17 0.17 0.80
C -0.2188 -4.4857 4.1364 -0.19 0.56 -1.04
C -0.5853 -3.1472 4.3822 0.93 0.11 0.21
C -0.5932 -2.2443 3.3206 -1.10 -1.30 -1.06
C -2.9220 -2.3478 0.0502 0.44 1.58 0.41
C -3.0916 -3.5130 -0.6607 0.14 -0.22 0.07
C -4.3556 -4.1112 -0.7407 0.08 -0.01 -0.08
C -5.4470 -3.5491 -0.0594 0.22 0.99 0.75
C -5.2737 -2.3016 0.6653 0.25 -1.53 -1.58
C -4.0293 -1.6857 0.6231 -0.30 -0.12 0.21
H -1.6714 -0.2532 1.2178 0.01 0.27 0.27
H -0.4737 -4.3858 0.6772 0.21 -0.34 0.80
H 0.2375 -5.9594 2.5433 -0.25 0.24 0.40
H -0.0352 -5.0916 5.0112 -0.03 -0.45 -0.23
H -0.7513 -2.7674 5.4176 0.28 -0.51 -0.91
H -0.7906 -1.2070 3.4948 -0.06 0.50 0.16
H -2.2023 -3.9340 -1.1718 -0.82 -0.09 0.36
H -4.3693 -5.0087 -1.3732 -0.70 0.27 0.49
H -6.4480 -4.0134 -0.0443 0.74 0.17 -0.18
H -6.1132 -1.8235 1.1606 0.05 -0.16 -0.10
H -3.9204 -0.6709 1.0459 0.08 -0.76 -0.03
```
Positions in Å, forces in eV/Å.

HOMO level (spin up / spin down)	-9.956 / -10.064	eV
relative energy (zero: lowest compared OMol25 entry of this formula, charge and spin)	192.7	kJ/mol
multiplicity	3
net charge	+1
calculated total energy	-7502.63668	Ha
HOMO-LUMO gap (spin up / spin down)	6.8757 / 6.2713	eV

Here are the Mulliken charges for atoms 1 to 6, given in e: Ti -0.42; O -0.49; C 0.61; O -0.55; C 1.06; C -1.04

# 4
Entry from the OMol25 dataset: 2 unconnected molecules or ions with the total composition C4H7N3O (ωB97M-V with the def2-TZVPD basis set).

Geometry as XYZ:
```
15
Properties=species:S:1:pos:R:3:forces:R:3
C 0.1440 1.7564 0.0560 1.62 2.11 3.15
C -0.1029 0.2582 -0.2776 0.46 2.78 0.05
C 0.2236 -1.9183 0.0231 -3.40 4.64 2.06
C -1.3542 -0.4920 0.0174 -5.36 1.44 -0.73
H -0.4607 2.6863 -0.4278 1.42 -2.77 1.01
H 0.2421 1.9502 1.3134 -1.34 -0.78 -3.28
H 1.2948 1.9152 -0.0003 -1.93 -0.09 -1.06
H 0.0929 0.0094 -1.2996 -0.30 0.81 -1.49
H 2.8645 -0.9134 0.7598 -2.97 1.75 -4.99
H 0.7801 -2.7632 0.0283 1.76 -2.48 -0.19
H -2.9947 0.7147 -0.2724 1.22 -0.77 0.96
N 0.8818 -0.5666 0.3540 -1.17 -4.43 0.25
N -1.0844 -1.8427 -0.0075 3.92 -1.80 0.27
N -2.6457 -0.2307 0.0322 2.17 0.76 -0.75
O 2.1188 -0.5635 -0.2991 3.90 -1.17 4.73
```
Positions in Å, forces in eV/Å.

HOMO level	-9.349	eV
relative energy (zero: lowest compared OMol25 entry of this formula, charge and spin)	642.2	kJ/mol
multiplicity	1
net charge	0
calculated total energy	-395.90380	Ha
HOMO-LUMO gap	9.0258	eV

Here are the Mulliken charges for atoms 1 to 6, given in e: C -1.24; C 0.41; C -0.08; C 0.47; H 0.29; H 0.25